No. 1
# C7H16O2PS2

A cluster of 2 separate species, C7H16O2PS2 in total (ωB97M-V/def2-TZVPD, the OMol25 dataset).

XYZ file:
```
28
C7H16O2PS2 | the OMol25 dataset | ωB97M-V/def2-TZVPD
C 0.728 -4.053 -2.183
C 0.649 -2.887 -1.557
C 0.480 -1.728 -0.427
S -0.719 -0.402 -1.058
C -1.842 0.195 0.304
C -1.127 1.084 1.448
C 0.088 0.355 2.228
C 0.643 1.390 3.380
O 1.694 0.683 4.099
P 0.369 1.370 -1.682
S -0.766 2.982 -1.647
H 0.873 -5.129 -2.580
H 0.059 -2.163 0.564
H 1.500 -1.236 -0.154
H -2.638 0.883 -0.205
H -2.445 -0.698 0.747
H -1.949 1.298 2.252
H -0.751 2.113 1.102
H -0.337 -0.582 2.749
H 1.013 0.125 1.559
H -0.196 1.802 4.052
H 1.179 2.239 2.782
H 1.737 -0.256 3.761
H 1.558 1.502 -0.889
H 0.703 1.194 -3.090
O 0.017 -0.334 -5.443
H -0.065 -0.348 -4.481
H -0.433 0.481 -5.705
```

Computed properties:
HOMO energy   -13.19 eV
Lowest unoccupied orbital energy   -4.4 eV
Total charge   +1
E_tot   -1564.03732 hartree

No. 2
# C6H23NO6

A cluster of 7 separate species, C6H23NO6 in total (ωB97M-V/def2-TZVPD, the OMol25 dataset).

XYZ file:
```
36
C6H23NO6 | the OMol25 dataset | ωB97M-V/def2-TZVPD
C 0.042 1.653 -1.908
N -0.944 0.952 -1.550
C -0.706 -0.242 -0.841
C -1.703 -1.107 -0.716
C 0.673 -0.686 -0.348
C 1.355 0.289 0.611
C 2.857 0.435 0.529
H -0.106 2.611 -2.408
H 1.103 1.463 -1.739
H -2.765 -0.969 -0.872
H -1.629 -2.076 -0.235
H 1.200 -1.122 -1.194
H 0.487 -1.611 0.207
H 1.115 0.036 1.643
H 0.769 1.213 0.569
H 3.297 -0.505 0.850
H 3.130 0.571 -0.519
H 3.293 1.194 1.174
O 1.621 -0.652 -3.334
H 1.798 -0.203 -4.174
H 2.526 -0.762 -3.009
O 3.341 -2.361 -0.720
H 3.517 -3.311 -0.757
H 2.376 -2.396 -0.644
O 0.425 -1.838 3.612
H 0.463 -1.121 4.258
H 0.374 -1.314 2.803
O -0.501 2.688 3.006
H -1.125 1.948 2.936
H -0.889 3.304 2.373
O -4.011 0.437 -2.100
H -3.673 0.160 -2.956
H -3.249 0.778 -1.613
O -2.700 0.579 2.747
H -3.256 1.365 2.691
H -2.969 -0.028 2.051
```

Computed properties:
HOMO energy   -9.43 eV
Lowest unoccupied orbital energy   0.3 eV
Energy above the lowest of the compared OMol25 structures with the same formula, charge and spin   70.0 kcal per mole
SMILES   C=NC(=C)CCC.O.O.O.O.O.O
Total charge   0
E_tot   -748.52051 hartree